Record 1
This record from the OMol25 dataset describes C30H37N6O2PRuS as an isolated structure at a distorted geometry. The level of theory is ωB97M-V/def2-TZVPD.

Computed properties:
**Kohn-Sham gap (alpha / beta)**: 4.27 / 7.10 eV
**Energy**: -67450.7537 eV
**Strongest force on any atom**: 1.28 eV/Å
**Spin multiplicity**: 6
**<S²>**: 8.79
**Total charge**: -1

Positions of all 78 atoms, in Å:
Ru 0.3410 0.7072 -0.8491
S 2.6249 1.4101 0.1464
P 1.3033 -1.5495 -1.0192
O -1.1551 -0.1761 -2.5096
O 1.4722 1.1295 1.4162
N -2.0521 -0.9161 3.2202
N 0.1010 3.0761 -0.2706
N -3.2495 -1.5031 1.2025
N 0.6535 1.9172 -2.8672
N -1.1613 -0.2793 1.0616
N -3.1458 0.8087 1.9200
C -1.4508 -1.7547 -5.7296
C 0.3011 3.7984 0.8112
C -3.9462 -0.2248 1.2758
C 1.2570 2.0732 2.3710
C -1.9128 0.9753 1.1508
C -2.8951 -1.9039 2.5593
C 0.9055 3.8794 4.4697
C 0.4963 1.6182 -4.1073
C -2.0114 -1.2980 0.4493
C -0.9482 -0.3916 -3.7513
C 2.8376 -1.3642 -2.0250
C 0.0009 0.1240 -5.9624
C 1.3664 2.5890 4.7331
C 3.3639 -2.5766 2.3288
C -2.7743 0.3515 3.2531
C 1.7477 -4.3159 1.9982
C 0.0013 3.7873 -1.5074
C 1.9151 -2.5142 0.3988
C 0.7034 3.3612 2.0880
C 2.7689 -3.7574 2.7511
C -0.8446 -0.7243 2.4173
C 0.5963 4.2535 3.1892
C -1.5992 -1.4834 -4.3908
C 1.3121 -3.6929 0.8438
C 0.4807 -2.8453 -2.0368
C -0.1197 0.4303 -4.5993
C 1.5722 1.7200 3.6714
C -0.6413 -0.9518 -6.5303
C 2.9473 -1.9641 1.1661
C 1.0535 3.2372 -2.5020
H 0.1292 4.8843 0.7336
H -2.2448 -0.9995 -0.5782
H 0.4998 -4.1291 0.2799
H -0.2158 0.0164 2.9153
H 3.4630 -0.5799 -1.5973
H 3.3949 -2.3008 -2.0728
H 0.8329 2.3336 -4.8783
H -0.9925 3.6389 -1.9595
H 0.1769 4.8710 -1.3682
H 1.2874 -5.2423 2.3211
H -4.1932 0.1009 0.2618
H 1.5764 2.2648 5.7417
H -2.2411 -2.1056 -3.7805
H 2.0193 3.1979 -1.9818
H -0.5336 -1.1677 -7.5846
H 0.3654 -2.4666 -3.0517
H -2.1373 1.1088 3.7202
H 2.5223 -1.0538 -3.0232
H -2.1548 1.3233 0.1347
H 1.0764 -3.7553 -2.0501
H 2.0003 0.7432 3.8431
H 3.3969 -1.0330 0.8514
H -1.2960 1.7269 1.6530
H -4.8719 -0.3553 1.8432
H -0.3064 -1.6758 2.3607
H 0.7816 4.5765 5.2890
H -3.8148 -2.0350 3.1430
H 1.1311 3.9128 -3.3773
H 3.0865 -4.2281 3.6715
H 0.6255 0.7674 -6.5740
H -1.4581 -2.2429 0.4400
H 0.2450 5.2566 2.9822
H -0.5160 -3.0455 -1.6522
H -1.9645 -2.5989 -6.1734
H -2.3575 -2.8572 2.5154
H -3.6823 0.2219 3.8501
H 4.1541 -2.1326 2.9175

Cartesian forces (eV/Å) of the 3 atoms listed first:
-0.1189 0.8702 0.0624
0.1666 -0.1399 -0.0460
0.7456 -0.4916 -0.8353

Record 2
This record from the OMol25 dataset describes one molecule with the formula C16H14BrN3O3S. The level of theory is ωB97M-V/def2-TZVPD.

Computed properties:
**Kohn-Sham gap**: 8.14 eV
**Energy**: -108310.5965 eV
**Structure (SMILES)**: CCOC(=O)c1ccc(NC(=S)NC(=O)c2cncc(Br)c2)cc1
**Strongest force on any atom**: 0.78 eV/Å

Positions of all 38 atoms, in Å:
Br -3.9678 3.2943 -1.2004
S -2.5960 -4.4841 -1.1222
O 4.4361 0.9050 -0.2565
O 3.1981 1.6479 1.4671
O -4.2807 -2.8208 0.7293
N -0.4616 -3.0200 -0.9324
N -2.4302 -1.9524 -0.2963
N -5.3888 1.0211 1.9163
C 5.1100 3.2249 -0.5886
C -3.8201 0.5767 -0.3289
C 2.3717 -0.1356 0.1325
C -5.1072 2.0140 1.0971
C -3.6562 -1.8714 0.3407
C 0.4547 -2.0453 -0.5464
C 1.6073 -1.8864 -1.3219
C 2.5536 -0.9423 -0.9892
C 5.4425 1.8762 0.0329
C 0.2910 -1.2598 0.5978
C 3.3547 0.9015 0.5313
C -1.8065 -3.1066 -0.7293
C 1.2399 -0.3132 0.9239
C -4.1127 -0.4643 0.5472
C -4.9166 -0.1808 1.6538
C -4.3288 1.8331 -0.0404
H 6.3620 1.4635 -0.3872
H 4.1984 3.6216 -0.1485
H 4.9695 3.1217 -1.6620
H -5.1798 -0.9674 2.3469
H 5.9224 3.9211 -0.4017
H 1.1267 0.2973 1.8068
H 3.4376 -0.8202 -1.5942
H -5.5196 2.9813 1.3481
H -3.2452 0.4214 -1.2311
H 5.5381 1.9739 1.1193
H 1.7470 -2.5126 -2.1908
H -0.0889 -3.7986 -1.4618
H -1.9077 -1.0932 -0.4202
H -0.5468 -1.4216 1.2589

Cartesian forces (eV/Å) of the 3 atoms listed first:
-0.0786 -0.2083 0.1941
-0.0398 -0.2246 -0.0381
-0.1267 -0.2309 -0.2102